Record 1
{
  "formula": "C2H4O3S",
  "method": "ωB97M-V/def2-TZVPD",
  "symbols": ["C", "C", "O", "O", "O", "S", "H", "H", "H", "H"],
  "xyz": [[-0.541, -0.667, 0.286], [0.187, 0.565, 0.066], [-0.381, -0.119, -1.027], [-1.826, -0.796, 0.733], [0.118, 1.835, 0.264], [2.529, -0.523, 0.161], [0.056, -1.611, 0.626], [-2.465, -0.084, 0.251], [0.293, 2.350, -0.475], [2.029, -0.950, -0.886]],
  "gap_ev": [8.22, 8.22],
  "e_homo_ev": [-8.619, -8.619],
  "relative_energy_kj_mol": 333.2
}


Record 2
{
  "formula": "C6H14ClO2PrRu",
  "method": "ωB97M-V/def2-TZVPD",
  "symbols": ["Pr", "Cl", "C", "C", "H", "H", "H", "H", "H", "H", "Ru", "C", "C", "H", "H", "H", "H", "H", "C", "C", "O", "O", "H", "H", "H"],
  "xyz": [[0.927, -1.412, -0.255], [-1.647, -1.494, 0.063], [2.465, -2.750, 1.124], [1.715, -2.309, -2.397], [3.206, -3.066, 0.366], [3.012, -2.406, 2.006], [1.880, -3.648, 1.380], [2.736, -2.686, -2.146], [1.795, -1.736, -3.331], [1.086, -3.214, -2.566], [-0.364, 1.107, 0.357], [0.072, 0.310, 2.171], [1.419, 1.031, -0.280], [1.117, -0.054, 2.277], [-0.224, 1.079, 2.892], [-0.645, -0.547, 2.280], [1.769, 1.588, -1.164], [2.245, 0.750, 0.428], [-3.772, 3.121, -0.647], [-2.572, 2.367, -0.181], [-2.382, 2.027, 1.042], [-1.679, 2.036, -1.054], [-3.434, 4.032, -1.133], [-4.438, 3.321, 0.187], [-4.288, 2.554, -1.419]],
  "total_charge": -1,
  "gap_ev": [4.47, 6.77],
  "multiplicity": 8,
  "s2": 15.764,
  "e_homo_ev": [-1.585, -4.753]
}


Record 3
{
  "formula": "C32H88Cu3N8O16S2",
  "method": "ωB97M-V/def2-TZVPD",
  "symbols": ["Cu", "Cu", "Cu", "S", "O", "O", "O", "O", "S", "O", "O", "O", "O", "C", "C", "C", "O", "C", "N", "H", "H", "H", "H", "H", "H", "H", "H", "H", "H", "H", "C", "C", "C", "O", "C", "N", "H", "H", "H", "H", "H", "H", "H", "H", "H", "H", "H", "C", "C", "C", "O", "C", "N", "H", "H", "H", "H", "H", "H", "H", "H", "H", "H", "H", "C", "C", "C", "O", "C", "N", "H", "H", "H", "H", "H", "H", "H", "H", "H", "H", "H", "C", "C", "C", "O", "C", "N", "H", "H", "H", "H", "H", "H", "H", "H", "H", "H", "H", "C", "C", "C", "O", "C", "N", "H", "H", "H", "H", "H", "H", "H", "H", "H", "H", "H", "C", "C", "C", "O", "C", "N", "H", "H", "H", "H", "H", "H", "H", "H", "H", "H", "H", "C", "C", "C", "O", "C", "N", "H", "H", "H", "H", "H", "H", "H", "H", "H", "H", "H"],
  "xyz": [[-15.699, -15.352, 5.673], [-19.503, -16.812, 1.615], [-18.134, -20.783, 6.406], [-15.674, -19.108, 2.875], [-16.993, -19.733, 2.912], [-14.757, -19.959, 2.073], [-15.721, -17.731, 2.417], [-15.291, -18.963, 4.307], [-20.877, -16.095, 6.199], [-21.068, -15.274, 7.392], [-20.696, -17.412, 6.769], [-22.091, -16.099, 5.352], [-19.771, -15.650, 5.356], [-11.666, -10.113, 4.267], [-12.726, -10.641, 5.292], [-14.052, -10.038, 4.727], [-14.126, -8.590, 4.796], [-14.468, -8.100, 6.107], [-12.716, -12.152, 5.250], [-10.667, -10.356, 4.631], [-11.670, -9.023, 4.259], [-11.853, -10.404, 3.234], [-12.674, -10.173, 6.275], [-14.876, -10.495, 5.275], [-14.249, -10.345, 3.700], [-15.360, -8.625, 6.450], [-14.557, -7.016, 6.043], [-13.643, -8.259, 6.801], [-12.811, -12.566, 4.334], [-11.906, -12.650, 5.591], [-20.580, -24.855, -0.601], [-19.364, -24.209, -1.255], [-19.598, -23.086, -2.191], [-20.344, -23.489, -3.299], [-20.372, -22.658, -4.477], [-18.565, -23.864, -0.067], [-20.161, -25.771, -0.184], [-21.303, -25.267, -1.306], [-21.188, -24.280, 0.097], [-18.795, -24.969, -1.791], [-18.733, -22.501, -2.505], [-20.271, -22.344, -1.762], [-21.062, -22.999, -5.249], [-19.389, -22.494, -4.919], [-20.485, -21.609, -4.203], [-18.832, -22.961, 0.300], [-17.673, -23.554, -0.424], [-12.232, -13.257, -1.971], [-11.776, -14.659, -1.702], [-10.511, -15.266, -2.350], [-10.385, -16.675, -2.122], [-9.095, -17.321, -2.128], [-11.742, -14.745, -0.253], [-11.589, -12.514, -1.500], [-13.228, -13.166, -1.537], [-12.207, -13.004, -3.030], [-12.497, -15.367, -2.110], [-9.602, -14.900, -1.872], [-10.488, -14.929, -3.386], [-9.139, -18.410, -2.168], [-8.400, -17.044, -1.336], [-8.657, -16.907, -3.036], [-10.978, -15.365, -0.023], [-12.466, -15.434, -0.103], [-18.185, -14.550, -4.382], [-18.319, -16.046, -4.644], [-17.320, -16.446, -5.827], [-17.701, -15.675, -6.958], [-16.930, -15.597, -8.075], [-17.967, -16.603, -3.367], [-18.388, -13.951, -5.270], [-17.224, -14.211, -3.997], [-18.874, -14.268, -3.585], [-19.314, -16.396, -4.919], [-17.369, -17.511, -6.054], [-16.315, -16.306, -5.428], [-16.045, -15.064, -7.727], [-17.359, -15.118, -8.955], [-16.465, -16.539, -8.365], [-16.977, -16.446, -3.247], [-17.938, -17.606, -3.482], [-7.895, -19.118, 7.886], [-9.459, -18.946, 8.236], [-9.648, -17.969, 9.313], [-9.041, -18.554, 10.471], [-8.970, -17.672, 11.597], [-10.141, -18.613, 6.948], [-7.765, -19.568, 6.902], [-7.423, -19.747, 8.641], [-7.329, -18.186, 7.902], [-9.986, -19.887, 8.389], [-10.724, -17.830, 9.409], [-9.221, -16.984, 9.123], [-9.860, -17.076, 11.802], [-8.189, -16.923, 11.467], [-8.557, -18.227, 12.439], [-11.133, -18.795, 6.996], [-9.748, -19.077, 6.142], [-13.285, -22.849, -4.186], [-12.664, -21.458, -4.477], [-12.697, -21.262, -6.024], [-11.784, -22.154, -6.522], [-10.369, -21.885, -6.372], [-13.283, -20.352, -3.792], [-14.332, -22.988, -4.457], [-13.235, -23.070, -3.119], [-12.696, -23.488, -4.843], [-11.618, -21.521, -4.177], [-12.449, -20.238, -6.301], [-13.713, -21.422, -6.385], [-10.103, -22.459, -5.485], [-10.182, -20.829, -6.176], [-9.865, -22.274, -7.256], [-13.242, -20.658, -2.831], [-12.579, -19.627, -3.780], [-9.450, -23.863, 1.243], [-8.493, -22.916, 2.014], [-7.028, -23.219, 1.646], [-6.567, -24.451, 2.132], [-5.132, -24.561, 1.967], [-9.016, -21.571, 1.683], [-10.474, -23.888, 1.616], [-9.039, -24.856, 1.422], [-9.432, -23.834, 0.153], [-8.548, -22.985, 3.101], [-6.478, -22.501, 2.253], [-6.979, -23.065, 0.568], [-5.005, -25.517, 2.475], [-4.482, -23.790, 2.383], [-4.837, -24.740, 0.934], [-8.829, -21.377, 0.710], [-10.017, -21.685, 1.750], [-15.549, -25.882, 5.837], [-16.347, -25.132, 6.902], [-15.444, -24.055, 7.484], [-16.173, -23.323, 8.360], [-15.350, -22.572, 9.154], [-17.534, -24.655, 6.205], [-14.565, -26.099, 6.255], [-15.486, -25.234, 4.963], [-16.111, -26.777, 5.572], [-16.716, -25.884, 7.599], [-15.034, -23.435, 6.687], [-14.616, -24.631, 7.897], [-14.909, -21.776, 8.556], [-14.489, -23.045, 9.626], [-15.792, -22.149, 10.057], [-17.384, -24.359, 5.251], [-18.031, -25.514, 6.014]],
  "total_charge": -1,
  "gap_ev": 2.66,
  "e_homo_ev": -3.341,
  "relative_energy_kj_mol": 1804.2
}


Record 4
{
  "formula": "C4H11N2O",
  "method": "ωB97M-V/def2-TZVPD",
  "symbols": ["C", "N", "C", "C", "N", "C", "O", "H", "H", "H", "H", "H", "H", "H", "H", "H", "H", "H"],
  "xyz": [[-0.865, 1.563, -0.089], [-1.213, 2.661, 0.990], [-0.295, 0.097, 0.194], [-1.427, -0.843, -0.189], [0.805, -0.084, -0.748], [1.750, -1.409, -0.390], [1.313, -2.449, 0.277], [-0.135, 2.051, -0.736], [-1.754, 1.531, -0.803], [-0.388, 2.803, 1.497], [-1.390, 3.513, 0.416], [-0.066, -0.094, 1.323], [-0.958, -1.894, -0.485], [-2.123, -0.365, -0.862], [-1.916, -0.701, 0.823], [1.470, 0.698, -0.616], [1.977, -1.526, -1.543], [2.657, -0.901, -0.084]],
  "total_charge": -2,
  "gap_ev": [2.18, 6.93],
  "multiplicity": 2,
  "s2": 0.751,
  "e_homo_ev": [4.061, -0.006],
  "relative_energy_kj_mol": 187.6
}


Record 5
{
  "formula": "C33H46MgP2Si",
  "method": "ωB97M-V/def2-TZVPD",
  "symbols": ["P", "P", "C", "C", "H", "H", "H", "H", "C", "H", "H", "H", "C", "H", "H", "H", "C", "H", "H", "H", "C", "H", "H", "H", "Mg", "C", "C", "C", "C", "C", "C", "C", "C", "C", "H", "H", "H", "H", "H", "H", "H", "H", "H", "H", "H", "H", "H", "H", "H", "C", "C", "C", "C", "C", "C", "Si", "C", "C", "C", "C", "C", "C", "C", "C", "C", "C", "C", "C", "H", "H", "H", "H", "H", "H", "H", "H", "H", "H", "H", "H", "H", "H", "H"],
  "xyz": [[0.243, -1.784, -5.198], [0.340, 2.193, -4.986], [-0.228, -0.292, -6.134], [0.831, 0.817, -6.103], [-1.201, 0.027, -5.718], [-0.455, -0.628, -7.160], [1.839, 0.431, -5.863], [0.899, 1.227, -7.128], [-0.723, 3.120, -6.170], [-1.164, 4.015, -5.700], [-1.527, 2.455, -6.544], [-0.083, 3.422, -7.020], [1.828, 3.134, -4.622], [1.922, 3.876, -5.428], [2.716, 2.482, -4.632], [1.768, 3.668, -3.663], [-0.871, -3.004, -5.899], [-0.928, -3.892, -5.254], [-0.502, -3.276, -6.900], [-1.872, -2.557, -6.001], [1.962, -2.218, -5.402], [2.629, -1.349, -5.399], [2.073, -2.731, -6.366], [2.292, -2.907, -4.614], [2.377, -0.072, -0.046], [-0.833, 1.979, -3.531], [-2.256, 1.781, -3.707], [-3.017, 0.561, -3.507], [-2.543, -0.627, -2.561], [-1.685, -1.552, -3.284], [-0.247, -1.439, -3.488], [0.588, -0.169, -2.960], [-0.122, 1.061, -2.416], [1.375, -1.703, 0.818], [-0.791, 3.039, -3.186], [-2.839, 2.686, -4.065], [-3.172, 0.061, -4.487], [-4.022, 0.865, -3.153], [-2.085, -0.263, -1.635], [-3.454, -1.176, -2.255], [-2.130, -2.528, -3.501], [0.246, -2.343, -3.043], [1.224, 0.153, -3.808], [1.330, -0.567, -2.220], [-0.818, 0.823, -1.606], [0.626, 1.680, -1.886], [1.876, -2.198, 1.668], [1.149, -2.413, 0.001], [0.434, -1.238, 1.169], [-0.803, 6.153, 2.001], [0.258, 5.764, 1.173], [0.549, 4.406, 0.994], [-0.222, 3.417, 1.639], [-1.295, 3.822, 2.465], [-1.577, 5.184, 2.641], [0.310, 1.649, 1.491], [1.989, 1.532, 2.279], [3.194, 1.359, 1.518], [4.273, 0.690, 2.155], [4.310, 0.602, 3.548], [3.241, 1.064, 4.319], [2.082, 1.528, 3.686], [-1.021, 0.647, 2.348], [-0.830, 0.045, 3.606], [-1.901, -0.552, 4.289], [-3.169, -0.611, 3.702], [-3.364, -0.068, 2.430], [-2.309, 0.559, 1.756], [-1.017, 7.213, 2.148], [0.863, 6.518, 0.668], [1.392, 4.108, 0.364], [-1.899, 3.073, 2.981], [-2.411, 5.482, 3.286], [3.335, 1.894, 0.551], [5.090, 0.280, 1.557], [5.178, 0.168, 4.052], [3.274, 1.008, 5.410], [1.233, 1.861, 4.284], [0.157, 0.056, 4.071], [-1.734, -0.970, 5.282], [-3.997, -1.081, 4.234], [-4.350, -0.123, 1.960], [-2.477, 1.004, 0.768]],
  "gap_ev": 3.14,
  "e_homo_ev": -4.215,
  "relative_energy_kj_mol": 206.4
}


Record 6
{
  "formula": "C4H11NO2",
  "method": "ωB97M-V/def2-TZVPD",
  "symbols": ["O", "C", "C", "C", "C", "N", "H", "H", "H", "H", "H", "H", "H", "H", "H", "H", "H", "O"],
  "xyz": [[1.187, 0.568, 1.468], [0.850, -0.202, 0.655], [0.664, 0.106, -0.889], [-0.611, -0.604, -1.386], [-1.219, 0.103, -2.587], [1.826, -0.266, -1.617], [0.382, -1.147, 0.993], [0.556, 1.182, -1.049], [-1.348, -0.730, -0.594], [-0.340, -1.657, -1.590], [-2.263, -0.197, -2.731], [-1.261, 1.165, -2.374], [-0.674, -0.037, -3.521], [2.603, 0.382, -1.548], [2.195, -1.224, -1.493], [-1.787, 1.161, 4.263], [-1.570, -0.372, 4.248], [-2.133, 0.335, 3.901]],
  "total_charge": 1,
  "gap_ev": [9.44, 5.45],
  "multiplicity": 2,
  "s2": 0.759,
  "e_homo_ev": [-14.179, -14.179],
  "relative_energy_kj_mol": 102.9
}


Record 7
{
  "formula": "C16H28NO6PS",
  "method": "ωB97M-V/def2-TZVPD",
  "symbols": ["O", "C", "C", "N", "P", "S", "C", "O", "O", "C", "C", "C", "O", "C", "C", "C", "C", "C", "C", "H", "H", "H", "H", "H", "H", "H", "H", "H", "H", "H", "H", "H", "H", "H", "H", "C", "C", "O", "H", "H", "H", "H", "H", "H", "C", "C", "O", "H", "H", "H", "H", "H", "H"],
  "xyz": [[-3.868, 1.173, -0.411], [-2.672, 1.032, -0.456], [-1.825, 2.183, -0.999], [-0.469, 1.772, -1.418], [0.088, 2.684, -2.773], [1.991, 2.940, -2.828], [0.522, 1.851, -0.364], [1.287, 0.966, -0.137], [0.476, 3.015, 0.318], [0.340, 2.868, 1.747], [-0.375, 4.075, 2.322], [-0.226, 4.081, 3.844], [0.956, 4.731, 4.287], [-1.982, -0.200, 0.035], [-1.777, -0.357, 1.404], [-1.118, -1.480, 1.893], [-0.677, -2.458, 1.010], [-0.904, -2.315, -0.356], [-1.545, -1.186, -0.848], [-1.807, 2.980, -0.253], [-2.367, 2.558, -1.869], [-0.409, 1.961, -3.862], [-0.648, 3.876, -2.685], [-0.247, 1.970, 1.961], [1.321, 2.705, 2.201], [0.004, 5.009, 1.909], [-1.441, 3.978, 2.095], [-0.216, 3.043, 4.203], [-1.069, 4.577, 4.318], [1.716, 4.228, 3.981], [-2.135, 0.401, 2.092], [-0.962, -1.569, 2.960], [-0.177, -3.339, 1.391], [-0.577, -3.091, -1.034], [-1.706, -1.066, -1.911], [4.571, 0.775, -1.591], [4.994, 0.264, -0.229], [4.274, 0.919, 0.812], [4.726, 1.852, -1.655], [5.122, 0.293, -2.401], [3.506, 0.590, -1.741], [6.049, 0.461, -0.040], [4.836, -0.819, -0.166], [3.333, 0.767, 0.660], [-2.017, -7.401, -1.461], [-2.490, -5.971, -1.640], [-1.446, -5.109, -2.086], [-1.191, -7.441, -0.751], [-2.824, -8.037, -1.097], [-1.660, -7.811, -2.409], [-2.831, -5.557, -0.691], [-3.326, -5.934, -2.346], [-1.131, -5.437, -2.934]],
  "smiles": "O=C(CN([PH2]=S)C(=O)OCCCO)c1ccccc1.CCO.CCO",
  "gap_ev": 9.64,
  "e_homo_ev": -9.213,
  "relative_energy_kj_mol": 0.0
}


Record 8
{
  "formula": "C17H20Br12ClN3O",
  "method": "ωB97M-V/def2-TZVPD",
  "symbols": ["C", "C", "C", "C", "N", "C", "C", "O", "C", "C", "N", "C", "C", "N", "C", "C", "C", "Cl", "H", "H", "H", "H", "H", "H", "H", "H", "H", "H", "H", "H", "H", "H", "H", "H", "C", "Br", "Br", "Br", "H", "C", "Br", "Br", "Br", "H", "C", "Br", "Br", "Br", "H", "C", "Br", "Br", "Br", "H"],
  "xyz": [[4.890, -1.087, 0.698], [4.070, -1.421, -0.306], [2.557, -1.492, -0.182], [2.247, -1.735, 1.240], [1.928, -1.965, 2.319], [2.021, -2.711, -1.016], [1.003, -3.579, -0.301], [1.259, -4.692, 0.052], [1.949, -0.122, -0.674], [2.510, 0.945, 0.172], [3.001, 1.759, 0.814], [0.395, -0.114, -0.471], [-0.089, 0.507, 0.825], [-0.621, -0.111, 1.782], [2.292, 0.089, -2.180], [2.796, 1.485, -2.536], [1.673, 2.516, -2.663], [3.576, 1.327, -4.174], [5.734, -0.429, 0.518], [4.769, -1.449, 1.714], [4.494, -1.686, -1.272], [2.857, -3.382, -1.208], [1.594, -2.386, -1.967], [-0.010, -3.175, -0.108], [0.023, -1.137, -0.484], [-0.065, 0.470, -1.269], [0.002, 1.589, 0.922], [-0.668, -1.115, 1.596], [1.369, -0.071, -2.742], [2.992, -0.661, -2.537], [3.599, 1.833, -1.893], [0.873, 2.339, -1.946], [2.080, 3.521, -2.567], [1.267, 2.443, -3.673], [3.439, 4.858, -5.098], [4.799, 4.499, -6.403], [4.187, 5.518, -3.452], [2.076, 6.030, -5.781], [2.968, 3.911, -4.873], [-4.103, 0.165, 2.288], [-3.746, -0.534, 0.534], [-4.554, 2.032, 2.229], [-5.452, -0.862, 3.190], [-3.186, 0.073, 2.855], [-8.339, 2.651, 3.936], [-7.867, 4.375, 4.651], [-8.979, 1.466, 5.308], [-9.594, 2.806, 2.488], [-7.436, 2.215, 3.532], [-4.508, -5.061, 3.742], [-3.118, -4.171, 2.752], [-6.256, -4.588, 3.093], [-4.253, -6.966, 3.761], [-4.442, -4.718, 4.764]],
  "gap_ev": 9.89,
  "e_homo_ev": -10.057
}


Number 3 is which compound?
C32H88Cu3N8O16S2